1.
Molecular formula: C2HO3S
Method: DFT, ωB97M-V with the def2-TZVPD basis set

HOMO energy: -3.70 eV
Orbital gap: 7.66 eV
Charge: -1
Energy relative to the best compared isomer or geometry (same formula, charge and spin): 47.6 kcal per mole

Last column: Mulliken charge in e.
Positions of all 7 atoms, in Å:
C -0.4144 0.5001 0.2682  -0.9457
C 0.3620 0.9685 1.2196  0.8274
O -1.0321 -1.2305 -1.8649  -0.6131
O 0.9670 1.4572 2.1287  -0.5058
O 1.3088 -1.4572 -0.8019  -0.5551
S 0.2605 -0.5830 -1.3663  0.4818
H -1.4517 0.3448 0.4166  0.3106

---

2.
Molecular formula: C2HO3S
Method: DFT, ωB97M-V with the def2-TZVPD basis set

HOMO energy: -4.53 eV
Orbital gap: 7.95 eV
Charge: -1
Energy relative to the best compared isomer or geometry (same formula, charge and spin): 5.3 kcal per mole

Last column: Mulliken charge in e.
Positions of all 7 atoms, in Å:
C -0.3849 0.7330 0.3495  0.2464
C 2.4890 0.5899 0.0118  0.5976
O 0.6422 1.3011 -0.0705  -0.5260
O 3.0838 1.5666 0.0054  -0.3844
O -1.5703 1.1800 0.3999  -0.6787
S 2.2513 -0.9909 0.2136  -0.4314
H -0.3578 -0.2075 0.8886  0.1764

---

3.
Molecular formula: C2HO4S2
Method: DFT, ωB97M-V with the def2-TZVPD basis set

HOMO energy: -3.42 eV
Orbital gap: 6.63 eV
Charge: -1
Energy relative to the best compared isomer or geometry (same formula, charge and spin): 24.1 kcal per mole

Last column: Mulliken charge in e.
Positions of all 9 atoms, in Å:
C 0.5553 1.8552 -0.6255  0.8328
C -0.5606 -0.2293 0.1812  -0.2762
O -0.1389 2.6639 -0.1147  -0.4709
O 1.3578 1.2114 -1.1958  -0.4062
O -0.4136 -2.9495 0.1098  -0.6229
O 0.8473 -1.7509 -1.6679  -0.5440
S -1.2518 -0.1910 1.6519  -0.2123
S 0.3712 -1.7672 -0.3038  0.6142
H -0.7666 1.1575 1.9648  0.0854

---

4.
Molecular formula: C2HO5S
Method: DFT, ωB97M-V with the def2-TZVPD basis set

HOMO energy: -3.20 eV
Orbital gap: 6.91 eV
Charge: -1
Energy relative to the best compared isomer or geometry (same formula, charge and spin): 42.2 kcal per mole

Last column: Mulliken charge in e.
Positions of all 9 atoms, in Å:
C 0.1817 -1.0984 -0.0048  0.6995
C 0.7500 0.0724 -0.3965  -0.0711
O 0.3738 -2.2845 0.0496  -0.6123
O 2.1166 0.2368 -0.4615  -0.4532
O -0.0722 1.2011 -0.2644  -0.3723
O -2.4386 1.5804 0.5797  -0.5448
O -1.6361 -0.7658 0.3683  -0.4765
S -1.7387 0.6459 -0.2922  0.5312
H 2.4634 0.4121 0.4218  0.2996

---

5.
Molecular formula: C2I2S2
Method: DFT, ωB97M-V with the def2-TZVPD basis set

HOMO energy: -9.33 eV
Orbital gap: 5.82 eV
Energy relative to the best compared isomer or geometry (same formula, charge and spin): 67.2 kcal per mole

Last column: Mulliken charge in e.
Positions of all 6 atoms, in Å:
C 0.6044 0.5728 -0.0672  -0.2645
C -0.2125 -0.4753 0.0057  0.1548
S 2.1883 -0.3580 0.0346  -0.0327
S 0.7719 -1.9034 0.0611  -0.0492
I 0.1330 2.5928 -0.0072  0.1919
I -3.4850 -0.4288 -0.0269  -0.0003

---

6.
Molecular formula: C2INO3
Method: DFT, ωB97M-V with the def2-TZVPD basis set

HOMO energy: -1.91 eV
Orbital gap: 7.25 eV
Charge: -2
Energy relative to the best compared isomer or geometry (same formula, charge and spin): 4.3 kcal per mole

Last column: Mulliken charge in e.
Positions of all 7 atoms, in Å:
C 0.4629 1.3091 -0.1432  0.5647
C -0.3000 -1.2155 0.1750  0.4886
N -0.1033 -0.1832 -0.2958  -0.1789
O -0.3945 2.0474 0.3410  -0.6332
O 1.5890 1.4486 -0.4830  -0.5759
O -0.5874 -2.3111 0.6421  -0.6654
I -9.0872 -3.3335 -5.5089  -1.0000

---

Please write out number 1 again, unchanged.
Molecular formula: C2HO3S
Method: DFT, ωB97M-V with the def2-TZVPD basis set

HOMO energy: -3.70 eV
Orbital gap: 7.66 eV
Charge: -1
Energy relative to the best compared isomer or geometry (same formula, charge and spin): 47.6 kcal per mole

Last column: Mulliken charge in e.
Positions of all 7 atoms, in Å:
C -0.4144 0.5001 0.2682  -0.9457
C 0.3620 0.9685 1.2196  0.8274
O -1.0321 -1.2305 -1.8649  -0.6131
O 0.9670 1.4572 2.1287  -0.5058
O 1.3088 -1.4572 -0.8019  -0.5551
S 0.2605 -0.5830 -1.3663  0.4818
H -1.4517 0.3448 0.4166  0.3106

---

What did the third record say?
Molecular formula: C2HO4S2
Method: DFT, ωB97M-V with the def2-TZVPD basis set

HOMO energy: -3.42 eV
Orbital gap: 6.63 eV
Charge: -1
Energy relative to the best compared isomer or geometry (same formula, charge and spin): 24.1 kcal per mole

Last column: Mulliken charge in e.
Positions of all 9 atoms, in Å:
C 0.5553 1.8552 -0.6255  0.8328
C -0.5606 -0.2293 0.1812  -0.2762
O -0.1389 2.6639 -0.1147  -0.4709
O 1.3578 1.2114 -1.1958  -0.4062
O -0.4136 -2.9495 0.1098  -0.6229
O 0.8473 -1.7509 -1.6679  -0.5440
S -1.2518 -0.1910 1.6519  -0.2123
S 0.3712 -1.7672 -0.3038  0.6142
H -0.7666 1.1575 1.9648  0.0854